[1]
{"formula": "C5H14O3Si2", "method": "ωB97M-V/def2-TZVPD", "symbols": ["C", "C", "C", "C", "C", "O", "O", "O", "Si", "Si", "H", "H", "H", "H", "H", "H", "H", "H", "H", "H", "H", "H", "H", "H"], "xyz": [[2.3847, -2.2516, -0.0999], [3.0339, -1.1504, 0.2521], [2.2712, 1.3724, -1.4807], [-3.0777, -1.1231, 0.6080], [-2.2601, 1.6513, -0.5379], [1.5546, 1.1425, 1.4453], [-0.9088, 0.3785, 1.7550], [-0.5098, -0.7714, -0.9066], [2.2216, 0.5412, 0.2126], [-1.6741, -0.1131, -0.1760], [2.8390, -3.2299, -0.0635], [1.3617, -2.2050, -0.4406], [4.0624, -1.2293, 0.5896], [2.6558, 2.3887, -1.4297], [2.8615, 0.8171, -2.2063], [1.2499, 1.4215, -1.8571], [-3.8704, -1.3084, -0.1101], [-2.7183, -2.0925, 0.9436], [-3.5232, -0.6159, 1.4612], [-2.3277, 2.2489, 0.3652], [-1.5737, 2.1522, -1.2162], [-3.2394, 1.6544, -1.0091], [-0.8139, -0.4458, 2.2344], [0.0008, 0.7678, 1.6666]], "max_force_ev_per_a": 2.418, "homo_lumo_gap_ev": 9.872, "homo_energy_ev": -9.47, "e_lumo_ev": 0.404}


[2]
{"formula": "C5H14OS", "method": "ωB97M-V/def2-TZVPD", "symbols": ["C", "C", "C", "C", "S", "C", "H", "H", "H", "H", "H", "H", "H", "H", "H", "H", "H", "H", "H", "H", "O"], "xyz": [[1.2663, 0.9742, 0.9586], [0.5554, 0.3665, -0.2283], [-0.1891, -0.9785, 0.1978], [-1.6234, -0.6843, 0.6270], [-2.7492, -0.5298, -0.7921], [-3.4667, -2.1970, -0.7885], [2.1140, 0.4288, 1.3551], [0.5974, 1.1744, 1.8045], [1.6406, 1.9807, 0.7624], [-0.2673, 1.0009, -0.5549], [1.1960, 0.1182, -1.0590], [-0.1619, -1.6481, -0.6502], [0.3774, -1.3927, 1.0278], [-1.6478, 0.2044, 1.2600], [-2.0517, -1.4967, 1.2082], [-3.8556, -2.5171, 0.1706], [-4.2900, -2.1472, -1.5036], [-2.7181, -2.8950, -1.1332], [4.3434, 3.2344, -0.7964], [5.7267, 3.4193, -1.3358], [5.2036, 3.5846, -0.5301]], "max_force_ev_per_a": 2.278, "homo_lumo_gap_ev": 9.290, "homo_energy_ev": -8.52, "smiles": "CCCCSC.O", "e_lumo_ev": 0.767}


[3]
{"formula": "C5H14OS2Si", "method": "ωB97M-V/def2-TZVPD", "symbols": ["C", "C", "C", "C", "C", "O", "Si", "S", "S", "H", "H", "H", "H", "H", "H", "H", "H", "H", "H", "H", "H", "H", "H"], "xyz": [[2.3398, 0.8869, 0.2309], [-1.3424, 0.6360, -2.9679], [-2.8614, -1.8758, -2.0239], [2.2379, -0.0907, 1.4261], [1.8227, 0.5214, 2.8011], [-0.6128, -0.4482, -0.4081], [-1.5276, -0.6075, -1.5982], [0.3286, 1.6309, 2.7076], [-1.0145, 0.3206, 3.5186], [3.4361, 1.2185, 0.2816], [2.0955, 0.4121, -0.7295], [1.6145, 1.7174, 0.3154], [-1.5334, 0.5027, -3.9861], [-2.2355, 1.2660, -2.6997], [-0.4578, 1.2157, -2.6702], [-3.4504, -2.0074, -1.0279], [-3.6507, -1.4416, -2.7213], [-2.5619, -2.8499, -2.2783], [3.1578, -0.6383, 1.3773], [1.4350, -0.7640, 1.2455], [1.5954, -0.2099, 3.5383], [2.5915, 1.1261, 3.2294], [-1.4065, -0.5209, 2.4390]], "max_force_ev_per_a": 3.981, "homo_lumo_gap_ev": 8.787, "homo_energy_ev": -8.57, "smiles": "C[Si](C)=O.CCCSS", "e_lumo_ev": 0.219}


[4]
{"formula": "C5H14S", "method": "ωB97M-V/def2-TZVPD", "symbols": ["C", "C", "H", "H", "H", "H", "H", "H", "C", "C", "C", "S", "H", "H", "H", "H", "H", "H", "H", "H"], "xyz": [[0.9043, -1.1622, -3.0162], [-0.1217, -1.7388, -2.0723], [1.6437, -1.9592, -3.1590], [0.5489, -1.0061, -4.0590], [1.3058, -0.1935, -2.7179], [0.3218, -2.1551, -1.1619], [-0.6008, -2.6555, -2.4599], [-0.9417, -1.0442, -1.9111], [0.1903, 1.1460, 1.0778], [-0.1998, 2.3917, 0.2767], [-0.6345, -0.3907, 3.5043], [-1.2353, 0.3001, 1.8938], [0.5119, 0.3519, 0.4087], [0.8770, 1.5065, 1.8365], [0.6459, 2.7559, -0.2905], [-0.5095, 3.1781, 0.9822], [-0.5527, -1.4707, 3.3534], [0.3773, -0.0159, 3.6569], [-1.4225, -0.1455, 4.2051], [-1.1082, 2.3072, -0.3474]], "max_force_ev_per_a": 1.845, "homo_lumo_gap_ev": 9.345, "homo_energy_ev": -8.32, "smiles": "CCSC.CC", "e_lumo_ev": 1.029}


[5]
{"formula": "C5H14S", "method": "ωB97M-V/def2-TZVPD", "symbols": ["C", "C", "C", "S", "H", "H", "H", "H", "H", "H", "H", "H", "C", "C", "H", "H", "H", "H", "H", "H"], "xyz": [[-0.2270, 0.8961, -1.0670], [-0.4657, 0.0535, -2.4055], [-2.5850, 0.7669, 0.1166], [-1.5444, 2.0374, -0.7732], [-0.0144, 0.3342, -0.1898], [0.7253, 1.3856, -1.2748], [-0.9693, 0.4995, -3.2318], [-1.0385, -0.8050, -1.9857], [-2.3514, 0.8301, 1.1025], [-3.6698, 0.9139, -0.0581], [-2.3000, -0.1882, -0.0402], [0.4843, -0.1469, -2.8956], [1.4437, -0.2596, 1.8956], [2.0527, -1.5165, 1.2801], [1.8821, 0.7480, 1.8581], [0.3924, -0.1120, 1.5383], [1.2492, -0.3059, 2.9730], [1.6151, -2.4293, 1.3503], [3.1875, -1.5878, 1.5793], [2.1332, -1.1139, 0.2280]], "max_force_ev_per_a": 7.108, "homo_lumo_gap_ev": 9.297, "homo_energy_ev": -8.38, "smiles": "CCSC.CC", "e_lumo_ev": 0.921}


[6]
{"formula": "C5H14S", "method": "ωB97M-V/def2-TZVPD", "symbols": ["C", "S", "C", "H", "H", "H", "H", "H", "H", "C", "C", "C", "H", "H", "H", "H", "H", "H", "H", "H"], "xyz": [[-1.9756, 1.8582, 0.8763], [-2.0435, 1.1640, -0.8226], [-2.4594, -0.4723, -0.2958], [-1.1791, 1.2912, 1.3439], [-2.9548, 2.0830, 1.2988], [-1.6405, 2.9164, 0.6795], [-2.1261, -1.1895, -1.0506], [-1.8849, -0.8152, 0.5791], [-3.5040, -0.6955, -0.0648], [1.4212, -1.7743, -0.2247], [2.0188, -0.4919, 0.3348], [1.9604, 0.7097, -0.6362], [0.4567, -1.9272, -0.6871], [1.4937, -2.5155, 0.5665], [2.1311, -2.1313, -0.9812], [3.0950, -0.6148, 0.4526], [1.4324, -0.1719, 1.2157], [2.1695, 1.6429, -0.1132], [2.6505, 0.5014, -1.4614], [0.9386, 0.6327, -1.0095]], "max_force_ev_per_a": 3.627, "homo_lumo_gap_ev": [10.587, 5.698], "multiplicity": 2, "homo_energy_ev": [-14.35, -14.34], "charge": 1, "s2": 0.753, "e_lumo_ev": [-3.761, -8.640]}


Q: What is the formula in the fourth record?
A: C5H14S